Entry 1:
The molecule C5H8O2, computed with ωB97M-V with the def2-TZVPD basis set.

Last column: natural (NBO) charge in e.
Cartesian coordinates (Å):
C  -1.324  0.793  -0.395  -0.64
C  -0.268  -0.321  -0.210  0.26
O  -0.786  -1.504  -0.720  -0.72
C  1.176  -0.210  -1.042  -0.40
C  1.680  0.367  0.026  0.21
O  1.516  -0.248  1.247  -0.52
C  0.115  -0.442  1.318  -0.11
H  -1.193  1.696  0.225  0.21
H  -1.394  1.098  -1.438  0.22
H  -2.291  0.355  -0.112  0.23
H  -0.012  -2.076  -0.614  0.47
H  1.281  0.187  -2.056  0.22
H  1.951  1.398  0.032  0.18
H  -0.170  -1.421  1.727  0.20
H  -0.279  0.327  2.012  0.18

As for the SMILES: C[C@@]1(O)C=COC1. For the molecular weight, the calculation gives 100.117 g/mol. The spin multiplicity is 1. As for the energy relative to the best compared isomer or geometry (same formula, charge and spin): 95.7 kcal per mole. The calculation puts the strongest force on any atom at 2.8 eV/A. The frontier orbital gap is 9.431 eV. Its HOMO energy is -8.679 eV. Its total charge is 0.

***

Entry 2:
The ion C4H5N6OS with charge -1, computed with ωB97M-V with the def2-TZVPD basis set.

Last column: natural (NBO) charge in e.
Cartesian coordinates (Å):
C  0.497  0.954  -0.748  0.63
C  -2.457  -0.589  0.040  0.15
C  1.953  0.646  -0.555  -0.49
C  2.028  -0.774  0.038  -0.26
N  -2.138  1.361  1.003  -0.12
N  -3.642  -0.125  0.430  -0.37
N  -3.377  1.072  0.948  -0.07
N  1.047  -0.820  1.102  -0.43
N  -0.225  0.362  0.143  -0.13
N  -1.507  0.373  0.360  -0.09
O  0.034  1.685  -1.630  -0.64
S  -2.056  -2.062  -0.625  -0.40
H  2.367  0.709  -1.607  0.25
H  2.087  1.418  0.298  0.24
H  1.873  -1.465  -0.712  0.18
H  3.029  -1.156  0.340  0.20
H  0.486  -1.588  1.173  0.36

For the molecular weight, the calculation gives 185.192 g/mol. The spin multiplicity is 1. As for the energy relative to the best compared isomer or geometry (same formula, charge and spin): 0.0 kcal per mole. The calculation puts the strongest force on any atom at 5.5 eV/A. The frontier orbital gap (spin up / spin down) is 6.476 / 6.468 eV. Its HOMO energy (spin up / spin down) is -4.021 / -4.019 eV. Its total charge is -1.

***

Entry 3:
A structure of composition C44H55Br2N2O3S2ScSi, computed with ωB97M-V with the def2-TZVPD basis set.

Last column: Mulliken charge in e.
Cartesian coordinates (Å):
Sc  0.363  1.703  0.750  -0.71
Br  -3.252  6.736  4.590  -0.15
C  -2.142  5.349  3.969  -0.35
C  -2.229  4.080  4.540  -0.40
C  -1.431  3.055  4.073  -0.40
C  -0.548  3.245  3.005  0.44
O  0.207  2.235  2.572  -0.76
C  -0.470  4.531  2.437  -0.06
C  0.464  4.825  1.366  -0.20
N  0.991  3.923  0.631  0.58
C  2.015  4.252  -0.285  -0.34
C  2.156  5.430  -0.963  -0.34
C  3.308  5.659  -1.749  -1.09
C  4.315  4.739  -1.792  -0.91
C  4.179  3.504  -1.112  0.83
C  5.196  2.524  -1.053  -0.70
C  4.972  1.367  -0.366  -0.85
C  3.699  1.144  0.187  -0.72
N  2.727  2.024  0.163  0.69
C  2.983  3.233  -0.426  0.40
C  -1.250  5.578  2.949  -0.76
H  -2.922  3.906  5.352  0.49
H  -1.464  2.075  4.534  0.54
H  0.748  5.871  1.239  0.48
H  1.393  6.196  -0.901  0.55
H  3.400  6.591  -2.290  0.43
H  5.231  4.946  -2.331  0.45
H  6.145  2.708  -1.543  0.48
H  5.738  0.611  -0.269  0.55
H  3.470  0.196  0.651  0.76
H  -1.160  6.568  2.519  0.55
O  -0.938  2.532  -0.594  0.30
S  -1.798  3.451  -1.451  0.03
C  -3.431  3.227  -0.718  -1.06
C  -3.783  1.747  -0.555  0.67
C  -4.606  1.461  0.709  -1.54
C  -3.811  1.493  2.011  -0.20
S  -2.509  0.248  2.264  -0.01
O  -1.430  0.590  1.254  0.48
C  -3.314  -1.197  1.633  1.44
C  -3.175  -1.580  0.309  -0.22
C  -3.842  -2.715  -0.130  -0.89
C  -4.613  -3.459  0.755  -0.62
C  -4.717  -3.080  2.087  -0.80
C  -4.069  -1.938  2.533  -0.68
C  -2.008  2.539  -2.969  0.86
C  -3.091  2.795  -3.802  -0.58
C  -3.227  2.059  -4.967  -0.67
C  -2.283  1.096  -5.301  -0.62
C  -1.180  0.886  -4.485  -0.68
C  -1.031  1.617  -3.314  -0.31
H  -4.137  3.782  -1.337  0.65
H  -3.346  3.747  0.241  0.48
H  -2.856  1.180  -0.508  -0.77
H  -4.333  1.396  -1.427  0.61
H  -5.086  0.489  0.594  0.42
H  -5.411  2.195  0.806  0.56
H  -4.474  1.345  2.867  0.76
H  -3.276  2.435  2.156  -0.08
H  -2.551  -1.004  -0.363  0.31
H  -3.752  -3.020  -1.165  0.48
H  -5.134  -4.340  0.403  0.44
H  -5.296  -3.676  2.779  0.45
H  -4.155  -1.625  3.568  0.50
H  -3.823  3.555  -3.558  0.39
H  -4.073  2.241  -5.617  0.43
H  -2.403  0.517  -6.207  0.42
H  -0.427  0.160  -4.761  0.48
H  -0.169  1.467  -2.679  0.24
C  0.781  -5.436  -1.215  -1.75
C  0.704  -3.905  -1.408  3.12
C  1.200  -3.543  -2.818  -2.27
C  -0.777  -3.486  -1.347  -2.10
Si  1.776  -3.110  -0.064  -2.11
Br  0.893  -0.605  -0.385  0.12
C  3.627  -2.967  -0.433  3.03
C  4.103  -4.387  -0.819  -1.93
C  4.462  -2.511  0.773  -1.78
C  3.927  -2.004  -1.597  -1.31
C  1.263  -3.337  1.741  2.88
C  1.694  -2.167  2.642  -1.70
C  1.927  -4.633  2.257  -1.63
C  -0.260  -3.482  1.873  -2.13
H  0.151  -5.911  -1.972  0.51
H  0.409  -5.747  -0.236  0.36
H  1.791  -5.827  -1.333  0.34
H  0.548  -4.032  -3.547  0.63
H  2.213  -3.891  -3.015  0.41
H  1.154  -2.466  -2.993  0.34
H  -1.269  -3.869  -2.246  0.62
H  -0.895  -2.403  -1.336  0.02
H  -1.297  -3.900  -0.489  0.44
H  3.887  -5.123  -0.039  0.39
H  5.187  -4.364  -0.958  0.54
H  3.660  -4.736  -1.750  0.35
H  4.401  -3.199  1.614  0.34
H  4.190  -1.517  1.121  0.19
H  5.511  -2.477  0.465  0.60
H  3.458  -2.311  -2.527  0.27
H  5.008  -1.986  -1.763  0.53
H  3.597  -0.989  -1.380  0.05
H  2.773  -2.042  2.683  0.34
H  1.352  -2.377  3.660  0.59
H  1.242  -1.226  2.329  0.06
H  3.016  -4.586  2.234  0.33
H  1.617  -5.513  1.689  0.37
H  1.629  -4.787  3.297  0.52
H  -0.787  -2.608  1.482  0.20
H  -0.510  -3.585  2.933  0.70
H  -0.633  -4.370  1.365  0.38

For the molecular weight, the calculation gives 956.919 g/mol. The spin multiplicity is 1. As for the energy relative to the best compared isomer or geometry (same formula, charge and spin): 31.0 kcal per mole. The calculation puts the strongest force on any atom at 1.4 eV/A. The frontier orbital gap is 7.574 eV. Its HOMO energy is -12.699 eV. Its total charge is +2.

***

Entry 4:
The molecule C6H13Cl3Si, computed with ωB97M-V with the def2-TZVPD basis set.

Last column: natural (NBO) charge in e.
Cartesian coordinates (Å):
C  -0.098  -0.714  1.906  -0.62
C  1.053  0.053  1.193  -0.20
C  2.382  -0.667  1.297  -0.60
C  0.745  0.305  -0.313  -0.41
C  -0.326  1.362  -0.541  -0.40
C  -1.176  1.194  -1.777  -0.87
Si  -2.074  -0.497  -1.833  1.44
Cl  -3.812  -0.564  -3.045  -0.35
Cl  -2.601  -1.038  0.108  -0.37
Cl  -0.712  -1.964  -2.517  -0.37
H  -1.065  -0.228  1.794  0.21
H  0.092  -0.931  2.966  0.21
H  -0.307  -1.674  1.427  0.20
H  1.196  1.041  1.679  0.19
H  2.731  -0.745  2.313  0.21
H  3.109  -0.224  0.645  0.21
H  2.211  -1.714  0.986  0.20
H  1.641  0.676  -0.808  0.20
H  0.438  -0.627  -0.770  0.21
H  -1.033  1.355  0.288  0.20
H  0.145  2.358  -0.499  0.21
H  -0.563  1.314  -2.690  0.25
H  -1.977  1.929  -1.808  0.25

As for the SMILES: CC(C)CCC[Si](Cl)(Cl)Cl. For the molecular weight, the calculation gives 219.615 g/mol. The spin multiplicity is 1. As for the energy relative to the best compared isomer or geometry (same formula, charge and spin): 1.3 kcal per mole. The calculation puts the strongest force on any atom at 1.7 eV/A. The frontier orbital gap is 11.409 eV. Its HOMO energy is -10.879 eV. Its total charge is 0.